Formula: C50H28Cl4FN6O4Pd
Source: the Open Molecules 2025 dataset
Level of theory: ωB97M-V/def2-TZVPD

Summary:
charge = -1
HOMO (spin up / spin down) = -3.57 / -3.56 eV
F_max = 0.86 eV Å⁻¹
E = -125727.644 eV
LUMO (spin up / spin down) = 1.448 / 1.449 eV

Geometry as XYZ:
```
94
C50H28Cl4FN6O4Pd ωB97M-V/def2-TZVPD
Pd -0.7451 -0.4648 0.3927
Cl -7.9832 -4.9293 4.2998
C -6.5977 -4.0527 3.7047
C -6.5078 -3.7537 2.3552
C -5.4033 -3.0545 1.8906
C -4.3810 -2.6615 2.7547
C -4.5065 -2.9654 4.1070
C -5.6091 -3.6590 4.5875
C -3.2097 -1.9315 2.1873
C -3.4478 -0.6454 1.6905
C -4.5878 0.1394 2.0393
C -4.3258 1.4155 1.6358
C -3.0482 1.4075 0.9888
C -2.4229 2.5067 0.3412
C -2.9578 3.8826 0.5207
C -4.2809 4.2315 0.2500
C -4.7369 5.5319 0.4131
C -3.8631 6.5090 0.8533
Cl -4.4316 8.1460 1.0586
C -2.5420 6.2025 1.1328
C -2.1015 4.8975 0.9658
C -1.3323 2.3526 -0.5026
N -0.6210 1.2052 -0.6909
C 0.2030 1.3934 -1.7699
C 1.0967 0.4779 -2.2752
C 1.6856 0.7331 -3.6238
C 1.0079 0.2879 -4.7580
C 1.5395 0.4649 -6.0280
C 2.7658 1.0948 -6.1617
Cl 3.4550 1.3027 -7.7532
C 3.4560 1.5586 -5.0567
C 2.9110 1.3693 -3.7918
C 1.4613 -0.7431 -1.6431
C 2.3597 -1.6523 -2.1275
C 2.4660 -2.7456 -1.1560
C 1.6279 -2.2122 0.0080
N 1.0209 -1.0734 -0.3398
C 1.4168 -2.9812 1.1429
C 0.1756 -2.9480 1.8425
C -0.2763 -3.8874 2.8332
C -1.6103 -3.6799 3.0108
C -1.9658 -2.5506 2.2121
N -0.8507 -2.1264 1.5170
C 2.5059 -3.9103 1.5379
C 2.3083 -5.2481 1.8779
C 3.3499 -6.0601 2.3051
C 4.6291 -5.5414 2.3766
Cl 5.9408 -6.5415 2.9432
C 4.8755 -4.2296 2.0077
C 3.8192 -3.4287 1.6028
C -0.0105 2.7273 -2.2919
C -0.9203 3.3263 -1.4976
N -2.5366 0.1532 1.0464
H -7.2905 -4.0687 1.6777
H -5.3226 -2.8062 0.8394
H -3.7399 -2.6356 4.7975
H -5.7060 -3.8840 5.6417
H -5.4621 -0.2280 2.5561
H -4.9481 2.2825 1.7877
H -4.9629 3.4811 -0.1298
H -5.7622 5.7914 0.1837
H -1.8689 6.9745 1.4838
H -1.0725 4.6461 1.1926
H 0.0519 -0.2080 -4.6347
H 1.0112 0.1186 -6.9064
H 4.4070 2.0585 -5.1853
H 3.4459 1.7240 -2.9177
H 2.9044 -1.5952 -3.0565
H 3.4608 -3.1007 -0.9151
H 0.3263 -4.6171 3.3488
H -2.2728 -4.2379 3.6539
H 1.3234 -5.6808 1.7809
H 3.1641 -7.0929 2.5759
H 5.8820 -3.8341 2.0539
H 4.0082 -2.3934 1.3441
H 0.4962 3.1453 -3.1497
H -1.3176 4.3248 -1.5895
F -1.4191 -7.3333 1.8252
C -0.4693 -7.3472 0.8855
C -0.5326 -6.5290 -0.1647
N 0.4130 -6.5391 -1.1621
C 0.2803 -5.6314 -2.2975
C 0.5967 -4.1836 -1.9208
O 1.8781 -4.0495 -1.6391
O -0.2637 -3.3457 -1.8767
C 1.5050 -7.3963 -1.1173
O 2.3267 -7.4911 -2.0019
N 1.5613 -8.1707 0.0266
C 0.6378 -8.2702 1.0653
O 0.8076 -9.0326 1.9891
H -1.3377 -5.8100 -0.2604
H -0.7424 -5.6557 -2.6632
H 0.9709 -5.9762 -3.0585
H 2.3647 -8.7770 0.0923
```


Formula: C2H5N3O
Source: the Open Molecules 2025 dataset
Level of theory: ωB97M-V/def2-TZVPD

Summary:
charge = +2
HOMO (spin up / spin down) = -21.20 / -22.20 eV
F_max = 4.26 eV Å⁻¹
E = -8647.138 eV
LUMO (spin up / spin down) = -13.514 / -13.077 eV
structure (SMILES) = [H]/N=C\[NH+]=C/[NH+]=O
ΔE to the lowest compared entry with this formula, charge and spin = 263.82 kJ/mol

Geometry as XYZ:
```
11
C2H5N3O ωB97M-V/def2-TZVPD
C -0.4867 0.0954 1.2088
C 0.1419 -0.1414 -1.2336
N 0.1487 1.2631 1.3429
N -0.6149 -0.4001 -0.0640
N 0.7323 0.8010 -1.6878
O 0.3143 2.0987 0.4109
H -0.7122 -0.4644 2.0593
H 0.3472 -1.1166 -1.7257
H 0.5817 1.5223 2.3296
H -1.2200 -1.2068 -0.2473
H 1.0846 1.6361 -2.0108
```


Formula: C47H88N5O3S
Source: the Open Molecules 2025 dataset
Level of theory: ωB97M-V/def2-TZVPD

Summary:
spin multiplicity = 3
charge = +1
HOMO (spin up / spin down) = -9.83 / -10.80 eV
F_max = 1.83 eV Å⁻¹
E = -74585.849 eV
LUMO (spin up / spin down) = -2.024 / -2.024 eV

Geometry as XYZ:
```
144
C47H88N5O3S ωB97M-V/def2-TZVPD
C 4.8512 -5.2538 -0.4531
C 5.4314 -5.8527 -1.7325
C 5.6046 -4.8197 -2.8397
C 4.3019 -4.5219 -3.6203
C 3.7652 -3.0992 -3.4001
C 3.0066 -2.5030 -4.6040
C 1.6802 -1.8897 -4.1648
C 1.0455 -0.9328 -5.2035
C 0.4940 0.3555 -4.5961
C -0.9290 0.2556 -4.0257
C -1.2325 -1.0624 -3.3293
C -2.6690 -1.1720 -2.8242
C -3.0673 -0.0690 -1.8615
C -2.2160 -0.0538 -0.5636
C -1.3094 1.1842 -0.3805
N -0.0536 0.8147 0.2713
C 1.1052 0.7160 -0.6448
C 1.9923 -0.4887 -0.3661
C 0.2032 1.6429 1.3987
C 1.0872 1.0732 2.4529
O -0.2626 2.7415 1.4856
N -4.5119 -0.1769 -1.5984
C -4.8049 -1.4251 -0.9269
C -4.3797 -2.6170 -1.7643
S -5.5515 -2.8291 -3.1580
N -2.9396 -2.5017 -2.1874
C -2.4978 -3.6786 -2.9845
C -2.7001 -4.9718 -2.2420
C -3.6610 -5.8888 -2.6791
C -3.8243 -7.1048 -2.0106
C -3.0294 -7.4044 -0.9027
C -2.0734 -6.4910 -0.4590
C -1.8950 -5.2687 -1.1206
C -0.8246 -4.3350 -0.6062
H 5.0085 -5.9375 0.3767
H 3.7755 -5.1022 -0.5296
H 5.3302 -4.3109 -0.2087
H 6.4137 -6.2471 -1.4792
H 4.8134 -6.6890 -2.0496
H 5.9725 -3.9084 -2.3742
H 6.3740 -5.1391 -3.5388
H 3.5675 -5.2353 -3.2503
H 4.4430 -4.7319 -4.6759
H 3.0906 -3.1387 -2.5445
H 4.5831 -2.4481 -3.1085
H 3.6333 -1.7156 -5.0173
H 2.8697 -3.2587 -5.3715
H 1.0062 -2.7131 -3.9329
H 1.8742 -1.3157 -3.2593
H 1.7885 -0.7357 -5.9696
H 0.2419 -1.4804 -5.6979
H 0.4595 1.1001 -5.3853
H 1.1860 0.6943 -3.8297
H -1.0985 1.1204 -3.3926
H -1.6248 0.3575 -4.8600
H -0.5444 -1.2463 -2.5018
H -1.0942 -1.8333 -4.0771
H -3.3219 -1.0742 -3.6870
H -2.9325 0.8876 -2.3516
H -2.8689 -0.0845 0.3023
H -1.5612 -0.9229 -0.4639
H -1.1425 1.6951 -1.3280
H -1.8396 1.8879 0.2458
H 0.7003 0.6021 -1.6452
H 1.6867 1.6388 -0.6250
H 2.2839 -0.5780 0.6709
H 2.8938 -0.4031 -0.9704
H 1.4958 -1.4012 -0.6912
H 1.0609 1.6777 3.3474
H 0.8469 0.0340 2.6437
H 2.1179 1.0824 2.1012
H -4.8063 0.6081 -1.0332
H -4.4045 -1.5013 0.0905
H -5.8827 -1.5281 -0.8321
H -4.5118 -3.4971 -1.1462
H -4.8672 -2.3463 -4.1988
H -2.3882 -2.5136 -1.3235
H -1.4476 -3.5932 -3.2303
H -3.0282 -3.7225 -3.9271
H -4.2545 -5.6446 -3.5456
H -4.5579 -7.8036 -2.3800
H -3.1646 -8.3555 -0.4146
H -1.4636 -6.7599 0.3890
H -0.2906 -3.8486 -1.4222
H -0.0943 -4.8755 -0.0192
H -1.2358 -3.5394 0.0182
C 5.8754 2.9806 5.8924
C 4.4579 2.3687 5.7968
C 3.6624 2.5839 7.0906
C 4.0454 1.6473 8.2331
C 3.9896 0.1960 7.7641
C 4.8643 -0.0575 6.5373
N 4.5336 0.9150 5.4446
O 3.4693 0.5370 4.8160
C 6.3469 0.0191 6.9493
C 4.6476 -1.4783 6.0293
C 3.7592 3.1457 4.6860
H 6.6378 2.2934 6.2422
H 6.2098 3.3220 4.9123
H 5.8802 3.8412 6.5617
H 2.5977 2.4421 6.8770
H 3.7747 3.6227 7.4037
H 5.0368 1.8992 8.6184
H 3.3517 1.7892 9.0637
H 4.3066 -0.4706 8.5686
H 2.9504 -0.0622 7.5360
H 6.9975 -0.0189 6.0744
H 6.5930 -0.8355 7.5787
H 6.5971 0.9038 7.5293
H 3.6011 -1.6854 5.8144
H 4.9750 -2.1858 6.7898
H 5.2274 -1.6622 5.1233
H 4.2208 2.9511 3.7171
H 3.8474 4.2115 4.8969
H 2.6997 2.9070 4.6144
C -6.2485 6.4792 0.0705
C -5.4481 6.2956 -1.2408
C -5.7893 4.9664 -1.9271
C -5.1314 3.7419 -1.2948
C -3.6230 3.9573 -1.1786
C -3.2669 5.2246 -0.4040
N -3.9789 6.4067 -0.9839
O -3.3630 6.8241 -2.0403
C -3.6030 5.0131 1.0850
C -1.7618 5.4605 -0.4513
C -5.9092 7.4238 -2.1574
H -5.7427 6.1175 0.9594
H -6.4455 7.5360 0.2498
H -7.2107 5.9689 0.0117
H -5.4729 5.0190 -2.9738
H -6.8733 4.8450 -1.9421
H -5.5758 3.5309 -0.3176
H -5.3309 2.8647 -1.9180
H -3.1570 3.1028 -0.6844
H -3.1958 4.0089 -2.1863
H -3.4926 5.9430 1.6436
H -2.9078 4.2891 1.5125
H -4.6025 4.6202 1.2608
H -1.3819 5.5074 -1.4707
H -1.2536 4.6408 0.0564
H -1.4963 6.3892 0.0551
H -5.6023 8.3951 -1.7701
H -6.9983 7.4065 -2.2117
H -5.5208 7.3232 -3.1689
```


Formula: C5H3N2O2S2
Source: the Open Molecules 2025 dataset
Level of theory: ωB97M-V/def2-TZVPD

Summary:
charge = -1
HOMO = -4.20 eV
F_max = 5.76 eV Å⁻¹
E = -33978.299 eV
LUMO = 2.991 eV
ΔE to the lowest compared entry with this formula, charge and spin = 0.00 kJ/mol

Geometry as XYZ:
```
14
C5H3N2O2S2 ωB97M-V/def2-TZVPD
C 0.0384 -1.5071 -0.8293
C 0.0840 -0.2084 -0.3592
C -0.9016 0.5385 0.1421
C 1.3845 0.9240 -0.5993
C -2.1620 -0.0962 0.6716
N -0.1873 -2.5856 -1.2591
N 1.0997 2.1301 -0.3372
O 3.0858 0.4981 1.0850
O 2.6302 -1.3054 -0.5050
S -0.4863 2.2615 0.1910
S 3.0914 0.0978 -0.3304
H -2.2727 -1.1180 0.1765
H -2.4424 -0.1379 1.8058
H -2.9618 0.5086 0.1474
```


Formula: C6H12O
Source: the Open Molecules 2025 dataset
Level of theory: ωB97M-V/def2-TZVPD

Summary:
charge = 0
HOMO = -9.39 eV
F_max = 0.43 eV Å⁻¹
E = -8463.252 eV
LUMO = 0.890 eV
structure (SMILES) = CC[C@@]1(C)C[C@H]1O
ΔE to the lowest compared entry with this formula, charge and spin = 106.28 kJ/mol

Geometry as XYZ:
```
19
C6H12O ωB97M-V/def2-TZVPD
C 0.2764 1.5770 -1.3855
C -0.4154 1.1627 -0.0827
C 0.0689 -0.1668 0.4527
C 1.5662 -0.2958 0.6940
C -0.8002 -0.9329 1.4269
C -0.6536 -1.4040 0.0123
O -1.8437 -1.3422 -0.7373
H 0.2007 0.7833 -2.1403
H 1.3397 1.7939 -1.2341
H -0.1778 2.4802 -1.8057
H -1.4956 1.0893 -0.2547
H -0.2495 1.9233 0.6888
H 2.1746 -0.0413 -0.1810
H 1.8749 0.3787 1.5003
H 1.8586 -1.3074 1.0061
H -1.7758 -0.5249 1.6934
H -0.2976 -1.5040 2.2042
H -0.0481 -2.2799 -0.1882
H -1.6026 -1.3891 -1.6693
```


Formula: C20H28HgNO3
Source: the Open Molecules 2025 dataset
Level of theory: ωB97M-V/def2-TZVPD

Summary:
charge = -1
HOMO (spin up / spin down) = -0.82 / -1.22 eV
F_max = 3.36 eV Å⁻¹
E = -32993.711 eV
LUMO (spin up / spin down) = 2.231 / 2.229 eV
ΔE to the lowest compared entry with this formula, charge and spin = 409.14 kJ/mol

Geometry as XYZ:
```
53
C20H28HgNO3 ωB97M-V/def2-TZVPD
O 0.1699 -0.3670 -0.0646
C -0.2324 0.5660 1.0082
C -0.6375 1.5931 -0.0497
H 0.7040 0.7112 1.5568
H -1.0390 0.1263 1.6166
C -0.1562 0.5734 -1.1167
H -0.0103 2.4880 0.0067
H -1.7249 1.7352 -0.0790
C 1.1892 0.8417 -1.7715
H 1.9549 0.8940 -0.9858
H 1.1264 1.7846 -2.3141
H 1.4633 0.0297 -2.4639
C -1.1946 0.0464 -2.1148
H -2.1803 -0.0849 -1.6511
H -0.9060 -0.9065 -2.6012
H -1.2860 0.7860 -2.9203
Hg 0.0393 -2.6381 0.4377
C -2.0382 -4.4094 -0.0115
C -1.7916 -4.1862 1.3902
C -1.9887 -2.7993 1.6670
H -1.4244 -4.8439 2.1652
C -2.3227 -2.1690 0.4278
C -2.3174 -3.1549 -0.6026
H -2.4727 -3.0328 -1.6720
H -1.9584 -5.3004 -0.6057
H -1.9151 -2.3276 2.6506
H -2.7671 -1.1742 0.3135
C 1.5406 -4.8578 -0.5067
C 0.8541 -4.1559 -1.6869
C 1.3014 -2.8549 -1.8687
H 0.1345 -4.6270 -2.3412
C 2.1888 -2.5277 -0.7569
C 2.3029 -3.6524 0.0402
H 2.8974 -3.8139 0.9259
H 2.2350 -5.7519 -0.7708
H 1.0775 -2.1399 -2.6799
H 2.7716 -1.6092 -0.6499
O 0.7197 4.6782 1.2827
C 0.1918 5.4335 0.1620
C 0.3504 6.9255 0.4460
H -0.8849 5.1920 0.0590
H 0.6873 5.0931 -0.7616
C 0.2943 6.9615 1.9813
H -0.4056 7.5371 -0.0440
H 1.3402 7.2513 0.1219
C 0.9680 5.6405 2.3509
H -0.7526 6.9354 2.2934
H 0.7690 7.8396 2.4186
H 0.6175 5.2171 3.3040
H 2.0578 5.8139 2.4518
O -0.1154 -7.5985 0.6410
C 0.0662 -6.4330 0.6963
N 0.5090 -5.2778 0.6758
```


Formula: C3H10N3S
Source: the Open Molecules 2025 dataset
Level of theory: ωB97M-V/def2-TZVPD

Summary:
charge = +1
HOMO = -13.03 eV
F_max = 3.94 eV Å⁻¹
E = -18569.108 eV
LUMO = -3.826 eV
ΔE to the lowest compared entry with this formula, charge and spin = 363.24 kJ/mol

Geometry as XYZ:
```
17
C3H10N3S ωB97M-V/def2-TZVPD
C -1.1761 -0.3644 0.2435
C 0.9484 1.2782 1.3222
C 0.8625 0.4111 0.1325
N -0.3193 -2.1600 -0.8523
N -1.3193 -1.2031 -0.7097
N 1.0386 0.8666 -1.0632
S -2.2792 0.7649 0.7894
H 0.3156 0.9707 2.1189
H 0.7287 2.3906 1.1031
H 1.8947 1.0305 1.7946
H 1.3953 -0.5345 0.2996
H -0.0406 -2.2836 -1.8327
H -0.6632 -3.0831 -0.3850
H -2.1987 -1.3617 -1.3166
H 0.6657 1.7285 -1.4354
H -1.3604 1.3759 1.5209
H 1.5073 0.1734 -1.7297
```


Formula: C6H11NO
Source: the Open Molecules 2025 dataset
Level of theory: ωB97M-V/def2-TZVPD

Summary:
charge = 0
HOMO = -8.92 eV
F_max = 3.85 eV Å⁻¹
E = -9935.226 eV
LUMO = -0.010 eV
structure (SMILES) = C=C/N=C(\C)C=C.O
ΔE to the lowest compared entry with this formula, charge and spin = 311.50 kJ/mol

Geometry as XYZ:
```
19
C6H11NO ωB97M-V/def2-TZVPD
C 1.7393 0.0874 0.7955
C -1.3259 -0.8646 -1.0124
C 0.6222 0.1907 -0.1103
C 2.4620 1.1009 1.3912
C -2.1907 0.1122 -0.9307
C 0.5063 1.5141 -0.8945
N -0.1343 -0.8492 -0.2698
O -0.4765 -2.7463 1.2477
H 2.0287 -0.9631 1.0349
H -1.4193 -1.6306 -1.7963
H 2.1530 2.1449 1.4188
H -0.0017 -3.3480 1.8027
H 3.2776 0.9918 2.1564
H 0.1316 -2.0951 0.8309
H -3.1537 0.0464 -1.5618
H -2.1849 0.8922 -0.1786
H 1.4020 1.5779 -1.6705
H 0.7796 2.2694 -0.2399
H -0.5003 1.5567 -1.2910
```


Number 1: molar mass 1044.0 g/mol. Number 2: molar mass 87.1 g/mol. Number 3: molar mass 803.3 g/mol. Number 4: molar mass 187.2 g/mol. Number 5: molar mass 100.2 g/mol. Number 6: molar mass 531.0 g/mol. Number 7: molar mass 120.2 g/mol. Number 8: molar mass 113.2 g/mol.